Record 1
DFT (wB97M-V/def2-TZVPD) results for 15 unconnected molecules or ions with the total composition C82H88N4O48.

Output
- charge = 0
- E_tot (a.u.) = -7007.781215
- orbital gap (eV) = 7.23
- spin multiplicity = 1

Geometry as XYZ:
```
222
Properties=species:S:1:pos:R:3:lowdin_charge:R:1
C 3.351 5.010 2.166 0.07
C 2.709 4.593 1.008 -0.18
C 2.866 3.213 0.470 -0.30
O 2.442 3.122 -0.713 0.04
C 3.461 2.198 1.205 0.07
C 3.955 2.595 2.417 -0.20
C 4.038 4.048 2.850 -0.37
O 4.736 4.234 3.816 0.12
O 4.483 1.853 3.337 0.14
O 2.031 5.341 0.147 0.11
H 3.314 5.993 2.562 0.13
H 3.444 1.178 0.802 0.12
H 4.958 2.484 3.949 0.14
H 1.885 4.702 -0.619 0.10
C 0.435 3.923 3.984 0.08
C 0.345 2.634 3.549 -0.20
C 0.255 1.383 4.390 -0.30
O 0.313 0.326 3.788 0.11
C 0.144 1.597 5.768 0.07
C 0.164 2.835 6.225 -0.19
C 0.411 4.048 5.378 -0.34
O 0.570 5.091 5.991 0.11
O 0.049 3.192 7.512 0.12
O 0.397 2.290 2.289 0.10
H 0.506 4.820 3.367 0.14
H 0.002 0.774 6.460 0.13
H 0.259 4.128 7.543 0.10
H 0.358 1.315 2.310 0.07
C -5.613 -2.121 3.688 0.09
C -6.455 -2.639 4.634 -0.21
C -6.250 -2.869 6.121 -0.33
O -7.112 -3.362 6.805 0.12
C -4.982 -2.437 6.618 0.06
C -4.115 -1.942 5.738 -0.21
C -4.378 -1.720 4.254 -0.35
O -3.441 -1.252 3.672 0.11
O -2.866 -1.521 6.027 0.09
O -7.667 -3.060 4.394 0.12
H -5.709 -2.080 2.598 0.14
H -4.761 -2.429 7.677 0.14
H -2.500 -1.291 5.136 0.10
H -8.067 -3.379 5.237 0.12
C -4.017 3.039 1.753 0.07
C -3.549 1.804 1.360 -0.24
C -4.481 0.844 0.602 -0.35
O -4.016 -0.230 0.312 0.10
C -5.740 1.258 0.242 0.03
C -6.228 2.448 0.616 -0.29
C -5.371 3.401 1.400 -0.30
O -5.923 4.493 1.562 0.08
O -7.379 2.928 0.442 0.16
O -2.346 1.440 1.593 0.09
H -3.462 3.873 2.144 0.12
H -6.337 0.550 -0.323 0.14
H -7.180 3.863 0.765 0.12
H -1.946 0.669 1.005 0.10
C 5.500 2.625 -4.831 0.06
C 4.961 2.233 -3.699 -0.21
C 5.416 1.097 -2.818 -0.29
O 4.684 0.843 -1.872 0.08
C 6.627 0.374 -3.175 0.06
C 7.176 0.752 -4.305 -0.21
C 6.670 1.923 -5.238 -0.27
O 7.323 2.090 -6.275 0.09
O 8.237 0.189 -4.910 0.10
O 3.901 2.860 -3.164 0.06
H 5.051 3.411 -5.399 0.13
H 7.037 -0.445 -2.593 0.13
H 8.385 0.599 -5.791 0.12
H 3.672 2.324 -2.361 0.08
C -0.339 5.611 -4.282 0.09
C 0.809 4.891 -4.439 -0.20
C 1.170 4.058 -5.633 -0.33
O 2.265 3.506 -5.622 0.09
C 0.265 3.917 -6.724 0.09
C -0.853 4.671 -6.558 -0.23
C -1.225 5.495 -5.390 -0.35
O -2.332 5.982 -5.362 0.11
O -1.748 4.808 -7.516 0.12
O 1.749 4.823 -3.505 0.10
H -0.594 6.269 -3.438 0.13
H 0.534 3.425 -7.639 0.14
H -2.441 5.444 -7.209 0.13
H 2.473 4.180 -3.668 0.09
C -1.609 6.460 -0.944 0.07
C -1.550 5.077 -0.939 -0.17
C -2.597 4.056 -1.498 -0.30
O -2.306 2.887 -1.348 0.08
C -3.781 4.546 -2.119 0.08
C -3.853 5.888 -2.051 -0.22
C -2.824 6.898 -1.463 -0.35
O -3.215 8.034 -1.475 0.12
O -4.852 6.547 -2.556 0.14
O -0.543 4.348 -0.489 0.09
H -0.838 7.123 -0.579 0.14
H -4.577 3.877 -2.463 0.13
H -4.712 7.469 -2.227 0.12
H -0.916 3.424 -0.528 0.10
C 0.740 -3.836 -5.451 0.05
C 1.609 -4.233 -4.504 -0.24
C 1.235 -4.631 -3.053 -0.31
O 2.217 -4.721 -2.306 0.07
C -0.114 -4.932 -2.762 0.07
C -1.011 -4.610 -3.750 -0.19
C -0.601 -4.043 -5.167 -0.34
O -1.584 -3.904 -5.831 0.11
O -2.298 -4.740 -3.646 0.13
O 2.873 -4.145 -4.571 0.14
H 1.016 -3.363 -6.379 0.13
H -0.255 -5.406 -1.785 0.12
H -2.691 -4.698 -4.539 0.13
H 3.226 -4.627 -3.790 0.13
C -2.368 -5.054 0.044 0.04
C -3.322 -4.056 -0.132 -0.20
C -4.695 -4.332 -0.787 -0.32
O -5.326 -3.350 -1.052 0.12
C -5.043 -5.715 -1.076 0.09
C -4.063 -6.631 -0.793 -0.19
C -2.687 -6.387 -0.262 -0.38
O -1.887 -7.294 -0.289 0.09
O -4.229 -7.963 -0.945 0.10
O -3.063 -2.799 0.075 0.10
H -1.372 -4.783 0.400 0.13
H -6.004 -6.031 -1.441 0.13
H -3.384 -8.396 -0.787 0.10
H -3.832 -2.301 -0.363 0.12
C -0.554 -6.339 2.685 0.06
C -1.651 -6.051 3.416 -0.25
C -1.634 -5.138 4.566 -0.33
O -2.720 -4.928 5.080 0.10
C -0.384 -4.613 5.030 0.07
C 0.712 -4.945 4.352 -0.23
C 0.726 -5.781 3.024 -0.29
O 1.758 -5.830 2.387 0.10
O 1.873 -4.530 4.705 0.13
O -2.850 -6.540 3.262 0.12
H -0.535 -6.951 1.804 0.12
H -0.524 -4.040 5.935 0.14
H 2.569 -4.739 4.065 0.08
H -3.387 -6.146 4.016 0.13
C -3.383 1.226 -5.815 0.08
C -3.016 0.527 -4.691 -0.17
C -3.788 0.332 -3.418 -0.36
O -3.316 -0.431 -2.630 0.13
C -4.914 1.124 -3.283 0.08
C -5.257 1.918 -4.346 -0.21
C -4.533 1.969 -5.655 -0.34
O -5.051 2.741 -6.456 0.10
O -6.251 2.753 -4.408 0.13
O -1.934 -0.238 -4.672 0.09
H -2.801 1.259 -6.719 0.13
H -5.420 1.093 -2.350 0.11
H -6.157 3.186 -5.291 0.11
H -1.975 -0.671 -3.761 0.12
C -0.824 -0.585 9.568 -0.08
C 0.555 -0.697 10.118 -0.40
C 1.444 -1.370 9.105 -0.16
O 1.162 -0.983 7.703 -0.22
C 2.186 -1.281 6.856 -0.17
N 0.993 0.749 10.439 0.03
H -1.482 -0.157 10.325 0.08
H -1.219 -1.508 9.141 0.09
H -0.801 0.177 8.757 0.08
H 0.693 -1.245 11.081 0.15
H 1.424 -2.456 9.184 0.12
H 2.492 -1.078 9.192 0.11
H 1.944 -1.090 5.811 0.07
H 2.568 -2.341 6.868 0.10
H 3.014 -0.600 7.120 0.10
H 1.066 1.344 9.593 0.07
H 1.902 0.703 10.853 0.04
C 4.508 -1.189 -6.097 -0.05
C 3.682 -0.546 -7.116 -0.46
C 2.324 -0.272 -6.582 -0.28
O 1.550 0.217 -7.593 -0.15
C 0.198 -0.061 -7.339 -0.10
N 4.337 0.664 -7.695 0.06
H 4.710 -0.524 -5.278 0.06
H 5.499 -1.254 -6.539 0.09
H 4.172 -2.206 -5.831 0.09
H 3.496 -1.194 -7.979 0.15
H 2.417 0.426 -5.714 0.14
H 1.952 -1.214 -6.133 0.12
H -0.331 0.233 -8.225 0.08
H -0.196 0.432 -6.444 0.08
H -0.037 -1.130 -7.346 0.09
H 4.211 1.463 -7.008 0.07
H 3.721 1.141 -8.363 0.07
C 4.411 -1.899 3.976 -0.05
C 3.870 -2.541 2.754 -0.42
C 4.482 -1.978 1.473 -0.20
O 5.919 -2.157 1.431 -0.20
C 6.481 -1.629 0.192 -0.08
N 4.154 -3.986 2.839 0.04
H 4.000 -2.444 4.810 0.06
H 4.036 -0.872 4.141 0.08
H 5.486 -1.936 3.863 0.09
H 2.784 -2.472 2.556 0.14
H 4.232 -0.959 1.167 0.09
H 4.127 -2.664 0.672 0.13
H 7.416 -1.108 0.403 0.09
H 5.844 -0.943 -0.348 0.04
H 6.625 -2.452 -0.521 0.09
H 5.128 -4.210 2.630 0.09
H 3.677 -4.427 2.045 0.07
C 1.230 -0.816 0.699 -0.05
C 0.435 0.062 -0.236 -0.38
C 0.935 -0.342 -1.631 -0.16
O 0.045 0.156 -2.652 -0.18
C 0.444 1.459 -2.993 -0.09
N -1.009 -0.160 -0.093 0.10
H 1.001 -0.692 1.741 0.06
H 2.284 -0.740 0.480 0.05
H 0.933 -1.874 0.584 0.10
H 0.747 1.076 -0.143 0.11
H 0.961 -1.449 -1.680 0.13
H 1.984 -0.109 -1.793 0.12
H 0.295 2.204 -2.213 0.08
H -0.004 1.686 -3.964 0.09
H 1.507 1.452 -3.279 0.08
H -1.407 0.311 -0.907 0.08
H -1.264 -1.134 -0.251 0.10
```

Record 2
DFT (wB97M-V/def2-TZVPD) results for a molecular structure, C32H44B2CdF4N8O2Si3.

Output
- charge = -2
- energy relative to the best compared isomer or geometry (same formula, charge and spin) (kcal/mol) = 0.0
- E_tot (a.u.) = -3320.258523
- orbital gap (eV) = 7.88
- spin multiplicity = 1

Geometry as XYZ:
```
96
Properties=species:S:1:pos:R:3:lowdin_charge:R:1
Cd 0.252 -0.029 0.440 1.38
O 0.342 2.288 4.178 0.05
C 0.568 1.422 3.348 -0.48
N 1.154 1.525 2.130 0.06
C 2.266 2.229 1.913 -0.51
O 2.900 2.963 2.670 0.02
C 2.891 1.920 0.553 -0.22
C 4.040 2.593 0.160 -0.01
C 4.707 2.168 -0.974 -0.07
C 4.230 1.060 -1.660 -0.06
C 3.064 0.464 -1.211 -0.17
N 2.394 0.910 -0.155 0.05
C 0.198 -0.023 3.654 -0.22
C -0.073 -0.404 4.954 -0.01
C -0.262 -1.752 5.224 -0.06
C -0.156 -2.667 4.194 -0.04
C 0.101 -2.198 2.912 -0.13
N 0.259 -0.906 2.651 0.04
H 4.388 3.410 0.776 0.11
H 5.606 2.675 -1.305 0.10
H 4.753 0.652 -2.514 0.10
H 2.654 -0.416 -1.683 0.06
H -0.121 0.361 5.716 0.11
H -0.485 -2.083 6.231 0.10
H -0.304 -3.726 4.346 0.11
H 0.158 -2.871 2.070 0.09
C 0.312 2.705 -2.824 -0.19
Si -0.751 2.907 -1.278 0.36
C -2.137 4.086 -1.850 -0.19
C 0.261 4.034 -0.149 -0.18
C -1.417 1.308 -0.566 -0.55
Si -2.710 1.697 0.746 0.35
C -3.073 0.313 1.952 -0.17
C -4.414 2.141 0.026 -0.19
C -2.295 3.211 1.792 -0.18
Si -2.163 0.288 -1.917 0.41
C -3.302 -1.092 -1.345 -0.16
C -3.229 1.227 -3.187 -0.19
C -0.920 -0.545 -3.128 -0.31
C -1.453 -1.285 -4.191 -0.09
C -0.622 -1.889 -5.116 -0.09
C 0.745 -1.732 -4.972 -0.08
C 1.200 -0.986 -3.897 -0.16
N 0.410 -0.413 -2.995 0.06
H 0.603 3.707 -3.158 0.03
H -0.202 2.206 -3.647 0.01
H 1.216 2.134 -2.608 0.00
H -1.667 4.902 -2.409 0.02
H -2.661 4.530 -1.001 0.01
H -2.881 3.622 -2.495 -0.01
H -0.129 5.053 -0.233 0.03
H 1.306 4.055 -0.460 0.02
H 0.226 3.755 0.900 0.01
H -3.586 -0.527 1.485 0.02
H -3.716 0.706 2.747 0.04
H -2.183 -0.102 2.422 0.00
H -4.840 1.339 -0.577 0.00
H -4.385 3.045 -0.586 0.01
H -5.098 2.322 0.861 0.03
H -1.475 3.034 2.490 0.02
H -3.185 3.453 2.382 0.03
H -2.041 4.091 1.202 0.01
H -4.277 -0.686 -1.066 0.03
H -2.932 -1.655 -0.492 0.00
H -3.464 -1.798 -2.164 0.04
H -3.998 1.821 -2.693 0.01
H -3.734 0.508 -3.836 0.02
H -2.638 1.892 -3.820 0.02
H -2.527 -1.392 -4.278 0.09
H -1.033 -2.474 -5.931 0.10
H 1.448 -2.183 -5.661 0.09
H 2.269 -0.848 -3.760 0.10
B 3.535 -2.822 0.149 -0.45
N 3.517 -2.266 1.582 -0.10
C 3.847 -2.950 2.696 -0.13
C 3.920 -2.058 3.746 -0.10
C 3.620 -0.820 3.152 -0.18
N 3.382 -0.957 1.855 0.07
N 2.109 -2.888 -0.549 -0.07
C 1.876 -3.820 -1.484 -0.13
C 0.545 -3.788 -1.849 -0.07
C 0.017 -2.774 -1.056 -0.19
N 0.957 -2.223 -0.287 -0.01
H 4.300 -2.180 -0.548 0.05
H 3.885 -3.982 0.234 0.06
H 3.992 -4.016 2.657 0.10
H 4.147 -2.267 4.778 0.07
H 3.559 0.156 3.609 0.10
H 2.675 -4.476 -1.789 0.11
H 0.028 -4.417 -2.552 0.09
H -1.005 -2.453 -0.971 0.07
F -1.806 -4.653 2.203 0.09
B -2.665 -3.821 1.461 -1.26
F -2.008 -2.579 1.218 0.05
F -2.967 -4.418 0.226 0.09
F -3.842 -3.582 2.184 0.09
```

Record 3
DFT (wB97M-V/def2-TZVPD) results for a molecular structure, C27H28IN3O2Pb.

Output
- charge = 0
- energy relative to the best compared isomer or geometry (same formula, charge and spin) (kcal/mol) = 0.0
- E_tot (a.u.) = -1851.003917
- orbital gap (eV) = 5.79
- spin multiplicity = 1

Geometry as XYZ:
```
62
Properties=species:S:1:pos:R:3:lowdin_charge:R:1
C 1.780 -2.262 -4.989 -0.18
C 0.791 -1.411 -5.775 -0.17
H 2.812 -1.974 -5.208 0.06
H 1.683 -3.323 -5.244 0.07
H 1.634 -2.161 -3.910 -0.03
H 0.775 -0.382 -5.415 0.06
H 1.048 -1.382 -6.838 0.06
H -0.224 -1.808 -5.700 0.05
C 3.817 1.097 1.262 -0.12
C 4.721 1.667 2.134 -0.02
C 4.532 2.994 2.522 -0.03
C 3.443 3.720 2.048 0.01
H 3.865 0.075 0.912 0.05
H 5.543 1.074 2.475 0.11
H 5.234 3.477 3.203 0.12
H 3.265 4.745 2.325 0.10
N 2.800 1.831 0.835 -0.01
C 2.539 3.121 1.175 -0.20
C 1.389 3.792 0.637 -0.22
N 0.546 3.153 -0.191 -0.09
C -0.561 3.571 -0.814 -0.11
C -0.120 5.635 0.310 -0.02
C -0.916 4.873 -0.548 -0.04
H -1.105 2.884 -1.465 0.10
H -1.796 5.249 -1.016 0.10
C 1.022 5.097 0.897 0.01
H 1.654 5.649 1.556 0.10
H -0.386 6.671 0.532 0.12
Pb 1.180 0.960 -0.760 0.97
I 2.268 -1.613 -0.955 0.17
C -1.687 -2.420 -2.906 -0.05
C -2.218 -1.464 -1.842 -0.23
C -2.815 -0.292 -2.299 -0.09
C -3.357 0.617 -1.390 -0.12
C -3.291 0.343 -0.028 -0.05
C -2.667 -0.828 0.462 -0.24
N -2.679 -0.994 1.814 0.08
C -1.822 -1.697 2.678 -0.19
C -2.409 -2.580 3.624 -0.04
C -1.647 -3.354 4.502 -0.10
C -0.254 -3.244 4.482 -0.09
C 0.344 -2.358 3.576 -0.03
C -0.390 -1.589 2.680 -0.06
C 0.443 -0.619 1.797 -0.72
O 1.620 -0.527 2.133 -0.06
O -0.202 -0.080 0.890 -0.18
C -2.128 -1.762 -0.478 -0.16
C -1.544 -3.051 -0.008 -0.03
H -0.614 -2.574 -2.788 0.06
H -2.195 -3.383 -2.852 0.08
H -1.850 -2.035 -3.915 0.06
H -2.883 -0.072 -3.378 0.11
H -3.839 1.534 -1.754 0.10
H -3.728 1.072 0.672 0.11
H -3.479 -0.604 2.318 0.15
H -3.504 -2.682 3.658 0.11
H -2.127 -4.037 5.211 0.10
H 0.361 -3.838 5.166 0.10
H 1.444 -2.288 3.609 0.12
H -0.619 -2.894 0.573 0.07
H -2.248 -3.602 0.613 0.09
H -1.248 -3.716 -0.818 0.07
```